Below is a 2-piece molecular cluster, C5H10O overall at a distorted geometry, with properties calculated with wB97M-V/def2-TZVPD.

Its expectation value of S² is 0.755. The value obtained for the total energy is -7390.553 eV. The total charge is -1. The energy above the lowest of the compared OMol25 structures with the same formula, charge and spin is 245.55 kJ/mol. The calculation puts the HOMO energy (spin up / spin down) at 1.23 / -4.49 eV. As for the LUMO energy (spin up / spin down): 4.3 / 4.1 eV. As for the multiplicity: 2.

Last columns: bonded neighbours and bond lengths (Å).
Cartesian coordinates (Å):
1 C 2.493 -0.642 -1.441  C2 1.481, H4 1.119, H5 1.107, H6 1.101
2 C 1.307 0.245 -1.485  C1 1.481, C3 1.381, H7 1.078
3 C 1.103 1.159 -0.470  C2 1.381, H8 1.135, H9 1.081
4 H 3.326 -0.143 -1.996  C1 1.119
5 H 2.441 -1.548 -2.075  C1 1.107
6 H 2.831 -0.782 -0.403  C1 1.101
7 H 0.605 0.039 -2.276  C2 1.078
8 H 0.236 1.869 -0.650  C3 1.135
9 H 1.719 1.406 0.383  C3 1.081
10 C -2.103 -0.764 2.141  C11 1.350, H13 1.096, H14 1.072
11 C -2.766 -0.307 1.057  C10 1.350, O12 1.375, H15 1.074
12 O -2.275 0.622 0.171  C11 1.375, H16 0.990
13 H -2.661 -0.854 3.080  C10 1.096
14 H -1.109 -0.511 2.451  C10 1.072
15 H -3.836 -0.293 1.151  C11 1.074
16 H -1.310 0.505 0.361  O12 0.990